Entry from the OMol25 dataset: C4H4FeO3 as an isolated structure (ωB97M-V/def2-TZVPD).

```
! RIJCOSX wB97M-V def2-TZVPD def2/J DEFGRID3
* xyz 2 7
O 2.44 -0.19 -1.27
C 1.78 0.34 -0.32
O 0.58 -0.45 -0.17
O 1.96 1.33 0.35
Fe 1.30 -1.74 -1.46
C -0.84 0.43 0.34
C -1.79 0.60 -0.59
C -0.39 -0.43 1.37
H -1.52 0.59 -1.65
H -2.82 0.81 -0.30
H 0.37 -0.05 2.06
H -1.06 -1.24 1.64
*
```

Output
**LUMO energy (spin up / spin down)**: -11.44 / -13.68 eV
**Orbital gap (spin up / spin down)**: 6.52 / 7.30 eV

Here are the Löwdin charges for atoms 1 to 4, given in e: 0.013 -0.664 -0.265 0.280

Entry from the OMol25 dataset: a 2-piece molecular cluster, C3H9S2 overall (ωB97M-V/def2-TZVPD).

```
! RIJCOSX wB97M-V def2-TZVPD def2/J DEFGRID3
* xyz -1 1
C -1.36 -0.47 2.80
S -2.09 0.45 1.40
H -0.41 0.05 2.96
H -1.17 -1.54 2.71
H -2.02 -0.33 3.65
C 1.16 -0.33 -2.37
C 0.79 0.76 -1.33
S 1.01 0.11 0.38
H 2.19 -0.58 -2.12
H 0.45 -1.15 -2.31
H 1.11 0.03 -3.41
H -0.24 1.09 -1.48
H 1.46 1.62 -1.39
H -0.89 0.29 0.50
*
```

Output
**ΔE to the lowest compared entry with this formula, charge and spin**: 0.767 eV
**LUMO energy**: 3.82 eV
**Orbital gap**: 6.65 eV

Here are the Löwdin charges for atoms 1 to 4, given in e: -0.572 0.375 -0.016 0.017

Entry from the OMol25 dataset: one molecule with the formula CH4N2O3 (ωB97M-V/def2-TZVPD).

```
! RIJCOSX wB97M-V def2-TZVPD def2/J DEFGRID3
* xyz 0 1
C -0.29 0.44 0.39
N -1.56 0.70 2.41
N 0.94 -0.19 0.37
O -1.93 0.10 3.40
O -1.22 0.19 -0.96
O -1.04 -0.18 1.40
H -0.50 1.51 0.60
H 0.84 -1.03 0.91
H 1.30 -0.14 -0.51
H -1.61 -0.66 -0.85
*
```

Output
**ΔE to the lowest compared entry with this formula, charge and spin**: 1.886 eV
**LUMO energy**: -0.60 eV
**SMILES**: N[C@@H](O)ON=O
**Orbital gap**: 9.86 eV

Here are the Löwdin charges for atoms 1 to 4, given in e: -0.363 0.030 0.135 0.049

Entry from the OMol25 dataset: C22H54O28P4V as an isolated structure (ωB97M-V/def2-TZVPD).

```
! RIJCOSX wB97M-V def2-TZVPD def2/J DEFGRID3
* xyz -1 1
O -0.63 0.75 0.99
V 0.58 1.37 0.21
O 0.87 0.39 -1.03
O 1.58 3.95 3.67
C 0.56 3.54 2.82
O 0.93 2.60 2.03
O -0.52 4.05 2.95
H 2.34 3.45 3.36
O -0.87 4.63 -2.19
C -1.09 4.00 -0.96
O -1.79 4.60 -0.17
O -0.57 2.85 -0.86
H -1.32 5.44 -2.00
C -5.65 -3.09 5.85
O -4.87 -2.60 4.77
P -3.36 -2.19 5.05
O -2.51 -3.27 5.52
O -3.07 -1.53 3.68
C -1.86 -0.79 3.41
O -3.46 -1.01 6.11
C -4.09 0.22 5.76
H -5.19 -2.86 6.82
H -5.83 -4.16 5.79
H -6.59 -2.53 5.88
H -1.20 -1.35 2.76
H -1.32 -0.56 4.33
H -2.11 0.14 2.91
H -4.92 0.40 6.45
H -4.51 0.20 4.76
H -3.36 1.02 5.86
C 5.14 2.65 0.70
O 4.73 3.32 -0.50
P 3.22 3.61 -0.78
O 2.33 2.47 -0.64
O 2.83 4.80 0.19
C 3.49 6.06 0.08
O 3.29 4.27 -2.21
C 2.09 4.25 -2.98
H 4.41 2.80 1.50
H 6.03 3.17 1.06
H 5.27 1.59 0.50
H 3.57 6.48 1.08
H 2.86 6.74 -0.49
H 4.50 5.98 -0.32
H 2.31 3.94 -4.01
H 1.65 5.25 -3.07
H 1.29 3.61 -2.60
C -5.46 -3.58 1.55
O -4.53 -2.53 1.30
P -4.88 -1.46 0.19
O -5.41 -1.99 -1.06
O -5.90 -0.46 0.87
C -5.46 0.30 2.02
O -3.50 -0.72 0.14
C -3.40 0.34 -0.82
H -4.91 -4.48 1.79
H -6.10 -3.76 0.68
H -6.07 -3.33 2.42
H -4.45 0.03 2.31
H -6.15 0.09 2.84
H -5.57 1.35 1.76
H -2.66 0.06 -1.57
H -3.01 1.26 -0.38
H -4.32 0.57 -1.35
C 2.12 -2.43 -0.17
O 3.31 -1.96 0.51
P 3.08 -0.89 1.64
O 2.19 0.20 1.28
O 2.52 -1.70 2.88
C 3.31 -2.67 3.57
O 4.57 -0.53 1.97
C 4.88 0.18 3.17
H 2.04 -3.50 0.00
H 2.20 -2.21 -1.22
H 1.20 -1.98 0.21
H 3.65 -2.26 4.51
H 4.11 -3.06 2.95
H 2.62 -3.48 3.84
H 5.96 0.16 3.28
H 4.42 -0.28 4.05
H 4.52 1.21 3.14
O 2.92 -0.69 -5.35
C 1.97 -0.52 -6.08
O 0.94 0.27 -5.80
C 0.99 0.96 -4.55
C -0.28 1.78 -4.39
C 1.80 -1.28 -7.37
H 1.86 1.60 -4.38
H 1.04 0.24 -3.72
H -0.71 1.66 -3.40
H -1.10 1.49 -5.04
H -0.12 2.85 -4.56
H 0.84 -1.79 -7.39
H 2.61 -1.99 -7.49
H 1.83 -0.63 -8.25
O -0.14 -3.47 -4.93
C 0.07 -3.19 -3.77
O 1.01 -3.78 -3.02
C 1.92 -4.65 -3.70
C 2.94 -3.91 -4.51
C -0.78 -2.25 -2.97
H 1.38 -5.41 -4.27
H 2.44 -5.19 -2.90
H 3.48 -3.19 -3.90
H 2.47 -3.39 -5.35
H 3.66 -4.62 -4.94
H -0.29 -1.89 -2.06
H -1.72 -2.76 -2.71
H -1.07 -1.40 -3.57
*
```

Output
**ΔE to the lowest compared entry with this formula, charge and spin**: 0.000 eV
**LUMO energy**: 2.02 eV
**Orbital gap**: 7.78 eV

Here are the Löwdin charges for atoms 1 to 4, given in e: -0.300 0.899 -0.370 0.035

Entry from the OMol25 dataset: C20H21AgN5O4S2Se as an isolated structure (ωB97M-V/def2-TZVPD).

```
! RIJCOSX wB97M-V def2-TZVPD def2/J DEFGRID3
* xyz -1 1
Ag -1.79 -1.14 -0.18
C -4.93 2.36 0.57
C -3.64 1.65 0.25
N -3.60 0.52 -0.40
N -4.73 -0.16 -0.68
C -4.64 -1.33 -1.36
N -5.74 -2.15 -1.29
S -3.35 -1.67 -2.34
C -2.37 2.11 0.74
C -2.17 3.34 1.40
C -0.94 3.62 1.96
C 0.07 2.67 1.87
C -0.19 1.50 1.17
N -1.35 1.24 0.60
H -5.31 2.07 1.55
H -5.69 2.14 -0.18
H -4.77 3.43 0.58
H -5.56 0.00 -0.10
H -6.19 -2.22 -0.38
H -5.55 -3.05 -1.70
H -2.97 4.06 1.48
H -0.77 4.55 2.47
H 1.03 2.83 2.33
H 0.55 0.72 1.10
N 0.29 -0.89 -1.11
S 1.58 -0.51 -1.90
C 2.83 -1.81 -1.61
C 4.14 -1.60 -2.01
C 5.10 -2.57 -1.75
C 4.73 -3.73 -1.09
C 3.42 -3.93 -0.70
C 2.46 -2.97 -0.97
C 2.50 0.75 -0.92
C 3.09 0.45 0.29
C 3.71 1.45 1.02
C 3.72 2.75 0.55
C 3.11 3.06 -0.66
C 2.49 2.06 -1.39
H 0.49 -1.25 -0.17
H 4.41 -0.67 -2.50
H 6.12 -2.41 -2.05
H 5.48 -4.48 -0.87
H 3.14 -4.84 -0.18
H 1.43 -3.12 -0.65
H 3.05 -0.56 0.68
H 4.17 1.21 1.97
H 4.22 3.53 1.11
H 3.09 4.08 -1.01
H 2.01 2.27 -2.33
O -0.35 -1.35 2.06
Se -1.22 -2.71 1.81
O -1.16 -3.73 3.03
O -0.66 -3.34 0.42
O -2.78 -2.23 1.48
*
```

Output
**ΔE to the lowest compared entry with this formula, charge and spin**: 1.289 eV
**LUMO energy**: 2.33 eV
**Orbital gap**: 6.29 eV

Here are the Löwdin charges for atoms 1 to 4, given in e: 0.592 -0.026 -0.246 0.030

Entry from the OMol25 dataset: a 2-piece molecular cluster, C17H30IN2O2Si overall (ωB97M-V/def2-TZVPD).

```
! RIJCOSX wB97M-V def2-TZVPD def2/J DEFGRID3
* xyz 1 1
C -0.62 2.91 -4.04
C -1.41 3.33 -3.06
C -1.97 2.42 -2.00
N -1.07 2.31 -0.77
C -0.86 3.70 -0.18
C 0.42 4.42 -0.58
C 0.24 1.64 -1.06
C 0.14 0.15 -1.45
C 0.55 -0.83 -0.33
I 1.50 -0.16 -3.13
Si -2.13 1.41 0.53
C -3.46 2.57 1.12
C -1.06 0.97 2.00
C -2.97 -0.11 -0.15
H -0.54 1.87 -4.33
H -0.03 3.61 -4.61
H -1.70 4.37 -3.02
H -2.90 2.85 -1.62
H -2.14 1.43 -2.41
H -1.75 4.29 -0.39
H -0.82 3.57 0.91
H 1.30 3.99 -0.12
H 0.33 5.45 -0.23
H 0.57 4.46 -1.66
H 0.72 2.20 -1.86
H 0.85 1.72 -0.16
H -0.82 -0.11 -1.87
H 0.86 -0.29 0.57
H 1.40 -1.44 -0.63
H -0.25 -1.52 -0.11
H -4.05 1.97 1.82
H -4.13 2.87 0.32
H -3.08 3.45 1.64
H -0.78 -0.08 2.00
H -0.16 1.58 2.07
H -1.65 1.17 2.90
H -2.52 -1.01 0.28
H -4.01 -0.10 0.18
H -2.96 -0.25 -1.23
C 4.77 -5.30 2.16
C 4.23 -4.02 2.13
C 2.89 -3.83 1.84
C 2.11 -4.95 1.58
C 2.62 -6.23 1.59
C 3.97 -6.40 1.89
N 0.68 -4.76 1.28
O 0.24 -3.62 1.25
O 0.01 -5.75 1.08
H 5.81 -5.44 2.39
H 4.85 -3.16 2.35
H 2.45 -2.84 1.82
H 1.99 -7.08 1.38
H 4.39 -7.40 1.90
*
```

Output
**LUMO energy**: -2.41 eV
**Orbital gap**: 9.57 eV

Here are the Löwdin charges for atoms 1 to 4, given in e: 0.033 -0.156 -0.151 -0.232

Entry from the OMol25 dataset: an isolated ion of composition CH5NO4P and charge -1 (ωB97M-V/def2-TZVPD).

```
! RIJCOSX wB97M-V def2-TZVPD def2/J DEFGRID3
* xyz -1 1
C -0.52 0.32 -0.44
N -1.37 -0.59 0.29
O 0.96 -0.24 1.59
O 1.65 -1.48 -0.63
O 2.18 0.92 -0.32
O -0.70 1.83 -0.03
P 1.22 -0.06 0.14
H -0.95 0.20 -1.47
H -2.34 -0.19 0.27
H 1.11 -1.82 -1.44
H -1.11 -0.68 1.29
H -0.12 1.79 0.74
*
```

Output
**ΔE to the lowest compared entry with this formula, charge and spin**: 0.329 eV
**LUMO energy**: 3.99 eV
**SMILES**: N[C@@H](O)[P@](=O)([O-])O
**Orbital gap**: 9.06 eV

Here are the Löwdin charges for atoms 1 to 4, given in e: -0.427 -0.042 -0.359 -0.246

Entry from the OMol25 dataset: a 2-piece molecular cluster, C9H14 overall (ωB97M-V/def2-TZVPD).

```
! RIJCOSX wB97M-V def2-TZVPD def2/J DEFGRID3
* xyz 1 2
C -2.32 0.75 -0.32
C 0.80 2.70 -1.37
C -0.45 2.24 -1.43
C 1.76 2.32 -0.38
C -0.90 1.32 -0.40
C 1.30 1.45 0.59
C 0.00 0.86 0.50
H 1.14 3.49 -2.11
H -1.12 2.50 -2.30
H 2.86 2.56 -0.51
H 1.87 1.22 1.42
H -2.72 1.20 0.49
H -2.19 -0.31 -0.53
H -0.27 0.14 1.17
H -3.10 1.11 -1.02
C -0.11 -3.15 1.14
C 1.05 -2.74 0.34
H 0.09 -3.85 1.99
H -0.52 -2.37 1.70
H -1.12 -3.60 0.77
H 1.79 -3.50 0.08
H 0.55 -2.43 -0.66
H 1.59 -1.91 0.85
*
```

Output
**ΔE to the lowest compared entry with this formula, charge and spin**: 1.964 eV
**LUMO energy (spin up / spin down)**: -4.37 / -8.48 eV
**Orbital gap (spin up / spin down)**: 9.72 / 5.61 eV

Here are the Löwdin charges for atoms 1 to 4, given in e: 0.026 -0.047 0.032 0.069